Density functional theory data (ωB97M-V with the def2-TZVPD basis set) for a 4-piece molecular cluster, C12H24I2N2O4 overall in a non-equilibrium geometry.

Summary:
LUMO energy ... -0.148 eV
Highest occupied orbital energy ... -0.35425 Eh
M ... 514.142 u
SMILES ... C[C@@H](I)[C@H](I)[C@@H](C#N)[C@@H](C#N)CCO.CO.CO.CO

The geometry in ORCA input format:
```
! wB97M-V def2-TZVPD RIJCOSX def2/J DEFGRID3
* xyz 0 1
H 4.208 -5.348 -0.554
H -1.176 5.900 1.115
C -2.700 6.849 4.292
I 4.255 -4.485 -3.197
C 0.572 -3.394 -0.170
H -1.406 4.623 2.326
N 0.538 -4.265 2.326
H 3.084 -4.421 0.446
H -2.052 4.414 0.674
H -2.382 2.752 -1.384
H -2.413 -4.275 0.078
H 4.758 -2.602 -1.348
C -1.870 3.091 -2.288
C 1.737 -2.313 -0.240
N 0.519 0.003 -0.179
O -1.361 -5.029 -1.547
H -1.210 -2.284 0.398
C -1.892 -3.917 -0.828
C 0.518 -3.968 1.246
H -0.480 1.745 -2.184
O -1.124 2.019 -2.848
H -2.681 -3.462 -1.471
H -0.824 -2.106 -1.349
H -1.200 3.920 -2.048
C 3.996 -4.330 -0.169
I 3.071 -0.624 -2.420
H -3.176 6.814 2.412
H 1.936 -3.058 -2.353
O 0.000 4.234 0.865
H -1.776 7.413 4.142
C 2.555 -2.591 -1.567
H -1.333 -4.817 -2.490
H -3.506 7.530 4.578
H -2.549 6.120 5.086
H 0.821 -4.244 -0.835
O -3.047 6.153 3.100
C -1.232 4.825 1.271
C 1.188 -0.896 -0.149
H 2.340 -2.475 0.676
C -0.829 -2.813 -0.500
C 3.922 -3.316 -1.360
H 4.881 -4.080 0.452
H -0.077 3.285 1.014
H -2.607 3.423 -3.017
*
```

***

Density functional theory data (ωB97M-V with the def2-TZVPD basis set) for one molecule with the formula C5H14N2O in a non-equilibrium geometry.

Summary:
LUMO energy ... 0.885 eV
Energy relative to the best compared isomer or geometry (same formula, charge and spin) ... 339.5 kJ/mol
Highest occupied orbital energy ... -0.30638 Eh
M ... 118.180 u
SMILES ... CN[C@H](CO)CCN

The geometry in ORCA input format:
```
! wB97M-V def2-TZVPD RIJCOSX def2/J DEFGRID3
* xyz 0 1
H -0.685 -0.715 2.958
H 1.833 0.892 0.556
H -0.447 1.826 1.514
C 0.130 0.002 -0.639
H -2.955 0.116 0.232
H 0.176 1.022 -1.246
H -1.193 -1.520 -1.045
H 1.198 -1.846 -0.962
H 0.506 -0.981 -2.503
H 1.271 -0.687 1.240
C -2.358 0.137 -0.664
C 0.117 0.932 1.814
H -2.073 1.244 -0.729
N -1.115 -0.648 -0.433
N -0.822 0.318 2.791
H -2.932 -0.165 -1.569
H 0.977 1.385 2.340
H -1.769 0.676 2.776
C 1.018 -0.872 -1.554
C 0.892 0.201 0.700
H 2.069 0.371 -2.590
O 2.349 -0.214 -1.928
*
```

***

Density functional theory data (ωB97M-V with the def2-TZVPD basis set) for C33H53N2O2P2Sr as an isolated structure in a non-equilibrium geometry.

Summary:
LUMO energy ... -2.593 eV
Energy relative to the best compared isomer or geometry (same formula, charge and spin) ... 0.0 kJ/mol
Highest occupied orbital energy ... -0.34920 Eh
M ... 659.367 u

The geometry in ORCA input format:
```
! wB97M-V def2-TZVPD RIJCOSX def2/J DEFGRID3
* xyz 1 1
N -1.935 0.524 -0.141
H 4.018 -0.670 -0.544
C 4.881 0.059 1.976
C -4.713 0.834 -0.041
H -2.077 -4.847 -1.634
H -5.797 0.942 0.021
H 1.045 -2.789 -2.228
H -3.990 -1.771 -2.981
H -2.499 -5.357 1.628
H 4.626 1.128 2.020
H -3.629 -2.013 -7.280
H 0.058 -3.048 2.651
C -4.147 -0.340 -0.555
C 1.172 -3.557 -1.451
H 1.821 3.880 -2.558
C 3.743 -0.783 1.418
H -0.330 5.379 1.061
P -0.899 -2.568 0.124
O 0.195 -0.087 3.283
H 0.033 5.568 -1.681
H -1.291 -3.696 -2.737
H 1.481 2.192 2.122
C -2.751 -0.468 -0.575
P 0.040 2.785 -0.372
H -2.149 3.823 0.027
H -1.270 -3.635 3.649
H 0.905 5.879 -0.145
C -0.175 -4.041 -0.871
C -3.869 1.841 0.407
H 4.028 -1.840 1.340
C -1.428 2.610 -2.782
Sr 0.909 -0.131 -0.460
H 1.834 -3.145 -0.668
H 1.692 -4.412 -1.911
H -2.037 -1.244 2.454
C 2.632 3.800 0.062
H 0.653 -6.002 -0.543
H -2.247 2.376 -2.088
C -3.960 -1.920 -5.144
N -0.090 -0.845 -2.445
C -2.834 -4.401 1.198
H -0.821 -5.708 0.397
C -0.304 3.444 -2.124
H 2.827 -0.715 2.023
H 3.331 4.294 0.757
C -0.828 -3.698 2.644
H -2.832 -2.488 -1.387
H -0.631 -5.322 -2.541
H 0.775 3.701 -3.981
H -5.022 -2.167 -5.209
H 1.316 5.803 1.563
C -1.278 -1.269 -2.446
H -0.206 -0.976 -4.828
H -1.020 5.246 -3.051
H 0.229 3.373 2.570
H -1.518 3.144 1.507
H -4.766 -1.170 -0.916
C -1.612 2.941 0.427
H 3.002 2.771 -0.089
H 1.948 3.808 2.692
C -3.177 -1.824 -6.300
H -3.449 -1.724 1.472
C -3.387 -1.703 -3.884
C -2.685 -2.084 2.174
H -3.200 -2.440 3.082
H -3.831 -4.211 1.627
H -1.869 3.193 -3.608
H 0.729 -4.968 0.894
C -1.109 -4.488 -2.004
H -2.989 -4.533 0.119
H 5.105 -0.266 3.000
C 0.104 -5.245 0.038
H 5.797 -0.062 1.378
C -1.255 -1.255 -4.932
C 0.317 -0.278 2.150
C 1.210 3.257 2.090
H -0.495 -4.731 2.482
C 0.731 5.306 0.775
H 1.286 2.260 -3.076
C 1.213 3.853 0.669
C -1.874 -3.248 1.580
C -2.082 -1.722 -1.133
H -1.201 -1.424 -7.087
C -1.821 -1.493 -6.189
H 2.693 4.324 -0.903
C -2.490 1.694 0.232
C 0.978 3.313 -2.971
H -4.235 2.782 0.808
O 3.361 -0.318 0.072
C -2.024 -1.395 -3.772
C -0.760 4.904 -2.039
H -1.050 1.655 -3.187
H -1.657 5.022 -1.414
*
```

***

Density functional theory data (ωB97M-V with the def2-TZVPD basis set) for a 2-piece molecular cluster, CH3Cl2P overall in a non-equilibrium geometry.

Summary:
LUMO energy ... 0.180 eV
Energy relative to the best compared isomer or geometry (same formula, charge and spin) ... 380.9 kJ/mol
Highest occupied orbital energy ... -0.36720 Eh
M ... 116.915 u

The geometry in ORCA input format:
```
! wB97M-V def2-TZVPD RIJCOSX def2/J DEFGRID3
* xyz 0 1
Cl -1.872 -1.087 0.069
P 1.018 -0.688 -0.379
Cl -0.974 1.651 -0.105
H -0.303 -0.170 1.909
C -0.572 0.015 0.334
H 1.965 0.407 -0.096
H 0.737 -0.129 -1.731
*
```

***

Density functional theory data (ωB97M-V with the def2-TZVPD basis set) for C39H58Br2Cl5KN5O17P3 as an isolated structure.

Summary:
LUMO energy ... 3.488 eV
Energy relative to the best compared isomer or geometry (same formula, charge and spin) ... 224.3 kJ/mol
Highest occupied orbital energy ... -0.09976 Eh
M ... 1338.004 u

The geometry in ORCA input format:
```
! wB97M-V def2-TZVPD RIJCOSX def2/J DEFGRID3
* xyz -2 1
H -2.507 -2.012 -7.636
H 2.857 -2.038 -2.905
H -4.419 0.474 -2.267
H 4.730 -4.045 -3.483
O -0.477 -5.285 3.839
H -2.618 2.981 -3.284
H -1.059 4.273 3.205
H -2.693 -3.610 -6.910
H -2.706 4.576 -4.081
H -1.316 6.502 1.931
Br 3.304 3.409 -0.206
H 0.976 -4.752 -5.263
C -2.971 2.651 -0.321
C -1.407 4.509 -2.355
C 4.036 -2.376 3.793
H -0.013 6.063 -1.844
O -4.902 0.891 0.361
C -2.645 -1.807 -0.752
Br 2.477 0.687 -1.629
C -3.540 -4.813 1.266
H -0.249 0.695 -3.572
C 2.172 -0.076 -5.395
O 1.745 0.176 2.612
O -0.217 -2.429 0.911
C -5.461 0.466 -1.954
C -1.224 -3.124 1.034
H -4.383 -3.575 -0.271
H -2.181 4.895 -1.683
C 2.926 -5.004 -4.284
O -2.244 0.304 -1.557
H 0.307 5.270 -3.394
H 0.184 3.132 2.649
C -2.941 -2.017 -5.472
H -3.999 -2.258 -5.366
C -0.434 6.265 1.327
Cl 1.119 0.641 5.418
O -0.624 3.541 -1.662
O -4.109 2.507 2.141
H -5.010 5.727 1.997
C 0.753 1.828 -5.162
H 2.893 -6.015 -3.877
H -2.457 -5.833 2.811
C -2.048 3.865 -3.573
C -4.332 4.888 2.177
C 2.388 -0.577 3.390
H -6.586 2.347 2.854
N 1.837 -2.942 -4.559
H 0.678 4.530 0.720
H 2.275 1.354 0.746
O -1.733 -0.844 -0.725
C -0.024 0.609 -4.639
H 1.394 1.024 -7.071
H 0.964 -4.586 -3.501
O 0.224 -1.842 -2.720
C 2.967 -1.336 5.673
H -3.472 4.964 1.510
O -3.613 -1.789 -1.487
C -0.098 4.184 2.690
C -7.130 1.386 -0.315
C -2.443 -2.920 0.237
C -3.521 -3.752 0.354
Cl 3.509 -1.701 1.222
P 0.529 -1.964 -4.147
Cl 4.785 -3.279 6.255
N -0.235 -4.562 2.872
H -3.969 4.941 3.205
H -1.270 3.540 -4.266
H -0.975 0.480 -5.168
O -1.245 1.227 -1.640
H -6.097 0.785 -2.786
O -5.640 -5.447 0.620
H 2.861 0.123 -4.566
C -1.335 -4.238 1.984
H -5.695 -0.561 -1.683
C -2.445 -5.031 2.089
H 2.691 1.883 -6.219
H -5.366 2.389 -1.005
H -6.975 4.084 2.788
H -7.433 0.379 -0.026
H 1.220 2.353 -4.325
C 1.823 1.235 -6.087
C -2.308 -2.601 -6.740
C 3.324 -1.563 2.931
H -0.334 -3.545 -6.845
H -0.588 6.658 0.320
H 3.988 1.082 0.295
C -0.481 5.646 -2.737
N 0.864 -0.539 -4.939
C -2.092 -2.633 -4.366
H -2.440 -3.648 -4.142
P -1.129 2.818 -0.319
H 0.435 6.759 1.771
C -6.180 3.355 2.955
C 2.249 -0.522 4.815
O -1.355 4.199 0.619
C -0.805 -2.656 -6.415
H -5.801 3.470 3.972
C 3.076 -2.645 -3.786
H -3.300 2.286 -1.286
C 3.875 -2.273 5.178
P -3.597 1.556 0.969
C -0.226 4.759 1.289
H -0.276 -1.781 -6.804
Cl 5.151 -3.535 3.159
H -2.835 -0.930 -5.460
H -1.033 6.434 -3.255
O -0.031 2.135 0.394
O -4.671 -6.586 2.165
C -5.052 3.567 1.965
O -2.665 0.578 1.538
H 0.659 4.732 3.257
H -5.461 3.534 0.947
C 1.544 -4.386 -4.409
H 2.629 -0.812 -6.056
C 3.044 1.516 0.001
H -7.269 2.054 0.540
O 0.886 -4.202 2.585
N -0.741 -2.673 -4.953
H -2.099 -2.067 -3.432
H 0.104 2.533 -5.682
H 3.774 -2.093 -4.415
H 3.405 -5.039 -5.267
H 3.409 -4.215 -2.328
N -4.680 -5.664 1.355
H -3.366 3.653 -0.160
C -5.681 1.370 -0.757
H -7.768 1.725 -1.134
C 3.646 -4.011 -3.373
K -0.265 -0.048 1.219
Cl 2.747 -1.191 7.385
*
```

***

Density functional theory data (ωB97M-V with the def2-TZVPD basis set) for an isolated ion of composition C3H6N2O2 and charge -1 in a non-equilibrium geometry.

Summary:
LUMO energy (alpha / beta) ... 4.325 / 4.176 eV
Energy relative to the best compared isomer or geometry (same formula, charge and spin) ... 63.9 kJ/mol
Highest occupied orbital energy (alpha / beta) ... 0.00472 / -0.18248 Eh
M ... 102.093 u

The geometry in ORCA input format:
```
! wB97M-V def2-TZVPD RIJCOSX def2/J DEFGRID3
* xyz -1 2
H -0.136 2.322 1.218
N 0.875 -1.150 -0.227
N -0.825 2.091 0.506
H -0.262 2.252 -0.393
H -0.808 -1.353 -1.553
H -0.996 0.329 1.714
H 1.827 -1.397 -0.232
C 0.174 -1.818 -1.211
C 0.660 0.101 0.339
H -1.706 0.127 0.100
O 0.440 -2.904 -1.707
C -0.751 0.547 0.616
O 1.508 0.853 0.829
*
```

***

Density functional theory data (ωB97M-V with the def2-TZVPD basis set) for a 4-piece molecular cluster, H8O4 overall in a non-equilibrium geometry.

Summary:
LUMO energy (alpha / beta) ... -3.848 / -11.857 eV
Energy relative to the best compared isomer or geometry (same formula, charge and spin) ... 98.0 kJ/mol
Highest occupied orbital energy (alpha / beta) ... -0.57482 / -0.57315 Eh
M ... 72.060 u

The geometry in ORCA input format:
```
! wB97M-V def2-TZVPD RIJCOSX def2/J DEFGRID3
* xyz 1 2
H 18.030 5.647 17.215
H 14.169 5.018 17.397
H 17.412 6.839 17.915
O 17.284 5.903 17.758
H 15.682 5.022 17.342
O 14.913 4.580 16.984
O 17.964 2.528 18.045
H 19.578 5.067 14.618
H 17.646 3.430 18.060
H 20.162 5.337 15.988
H 17.691 2.191 17.192
O 19.513 5.662 15.365
*
```

***

Density functional theory data (ωB97M-V with the def2-TZVPD basis set) for an isolated ion of composition C5H8N and charge +1 in a non-equilibrium geometry.

Summary:
LUMO energy ... -3.941 eV
Energy relative to the best compared isomer or geometry (same formula, charge and spin) ... 425.5 kJ/mol
Highest occupied orbital energy ... -0.51070 Eh
M ... 82.126 u
SMILES ... C=C=C[C@@H]1C[NH2+]1

The geometry in ORCA input format:
```
! wB97M-V def2-TZVPD RIJCOSX def2/J DEFGRID3
* xyz 1 1
H -0.149 -0.132 -1.268
C -1.625 0.842 -0.141
H -1.833 1.481 0.850
H -2.233 -0.852 1.125
C 0.831 -0.172 0.531
H -2.012 1.211 -1.024
C 2.141 -0.102 0.244
H 3.861 -0.838 -0.217
H 3.824 0.919 -0.254
H 0.633 -0.242 1.555
C -0.399 -0.047 -0.263
N -1.998 -0.579 0.129
C 3.313 0.047 -0.278
H -2.254 -1.135 -0.670
*
```

***

Density functional theory data (ωB97M-V with the def2-TZVPD basis set) for a 3-piece molecular cluster, C2H9NS overall in a non-equilibrium geometry.

Summary:
LUMO energy ... 0.998 eV
Energy relative to the best compared isomer or geometry (same formula, charge and spin) ... 151.0 kJ/mol
Highest occupied orbital energy ... -0.32654 Eh
M ... 79.168 u
SMILES ... [H][H].C1CS1.N

The geometry in ORCA input format:
```
! wB97M-V def2-TZVPD RIJCOSX def2/J DEFGRID3
* xyz 0 1
H 4.314 0.142 -0.774
N -2.624 0.156 -1.136
H 0.499 -0.700 -0.459
H -0.555 1.399 0.576
S -0.691 -0.929 1.659
H 0.461 1.115 2.075
H -2.093 -0.539 -0.614
H 1.702 -0.700 0.886
H -2.066 0.392 -1.954
C 0.007 0.703 1.194
H 3.761 -0.288 -0.526
C 0.706 -0.410 0.562
H -3.422 -0.340 -1.490
*
```

***

Density functional theory data (ωB97M-V with the def2-TZVPD basis set) for a 2-piece molecular cluster, C4H11N3S overall in a non-equilibrium geometry.

Summary:
LUMO energy ... 0.959 eV
Energy relative to the best compared isomer or geometry (same formula, charge and spin) ... 606.3 kJ/mol
Highest occupied orbital energy ... -0.32292 Eh
M ... 133.220 u

The geometry in ORCA input format:
```
! wB97M-V def2-TZVPD RIJCOSX def2/J DEFGRID3
* xyz 0 1
H 4.176 0.499 0.600
C -4.173 1.258 -0.018
C 4.044 -0.136 -0.151
C -2.826 1.935 -0.425
H 1.340 -1.055 2.044
H 4.768 0.217 -0.889
H -5.195 1.506 0.547
H -2.196 2.577 0.217
H 2.264 -0.245 -1.572
N 1.221 -1.074 1.044
N 2.657 0.093 -0.703
H -2.716 2.177 -1.432
N 0.256 0.718 -0.541
H -2.696 -0.411 -0.188
H 4.158 -1.153 0.042
S 1.446 0.574 0.330
C -3.124 0.528 -0.036
H 0.305 -1.376 0.689
H -0.229 1.686 -0.662
*
```